1.
116
Properties=species:S:1:pos:R:3:lowdin_charge:R:1 method="wB97M-V/def2-TZVPD" total_charge=+1 homo_ev=-10.94 total_energy_ha=-6556.8646
C -3.40 -0.04 -1.94 0.02
C -2.26 -0.15 -1.25 -0.40
S -1.01 -1.34 -1.68 0.70
Br -2.11 -3.18 -2.17 0.53
C -0.13 -0.81 -3.17 -0.36
C 0.20 0.70 -3.05 -0.23
C -0.85 1.64 -3.70 -0.20
C -0.30 3.01 -4.11 -0.19
C -0.27 4.05 -2.97 -0.20
C 0.22 3.50 -1.62 -0.25
C 0.67 4.61 -0.66 -0.24
C 1.03 3.96 0.70 -0.09
H -3.91 0.91 -2.05 0.10
H -3.87 -0.91 -2.40 0.06
H -2.05 0.48 -0.39 0.10
H 0.80 -1.36 -3.23 0.10
H -0.74 -0.99 -4.06 0.10
H 1.21 0.86 -3.42 0.13
H 0.20 0.93 -1.98 0.08
H -1.27 1.10 -4.56 0.11
H -1.67 1.80 -2.99 0.09
H 0.68 2.96 -4.60 0.12
H -0.98 3.40 -4.87 0.11
H 0.43 4.83 -3.27 0.11
H -1.24 4.54 -2.82 0.12
H -0.57 2.87 -1.19 0.11
H 1.10 2.87 -1.80 0.11
H -0.07 5.41 -0.55 0.11
H 1.60 5.01 -1.07 0.11
H 1.38 2.95 0.45 0.04
H 0.13 3.89 1.32 0.06
H 1.82 4.51 1.21 0.08
C -1.78 3.26 5.36 0.07
C -1.32 3.78 6.51 -0.23
C -0.80 5.19 6.58 -0.31
O -0.41 5.61 7.65 0.12
C -0.78 5.97 5.36 0.08
C -1.24 5.46 4.20 -0.21
C -1.78 4.05 4.15 -0.32
O -2.21 3.62 3.08 0.08
O -1.23 6.16 3.07 0.07
O -1.30 3.10 7.64 0.13
H -2.16 2.25 5.30 0.13
H -0.38 6.98 5.42 0.13
H -1.61 5.57 2.39 0.12
H -0.92 3.70 8.31 0.13
C -1.67 -2.54 2.07 0.07
C -2.23 -1.79 3.02 -0.23
C -2.30 -2.25 4.45 -0.31
O -2.80 -1.51 5.26 0.12
C -1.78 -3.57 4.77 0.09
C -1.22 -4.33 3.81 -0.23
C -1.12 -3.85 2.39 -0.30
O -0.59 -4.57 1.56 0.09
O -0.73 -5.54 4.05 0.13
O -2.74 -0.59 2.77 0.11
H -1.61 -2.22 1.04 0.08
H -1.85 -3.90 5.79 0.14
H -0.39 -5.88 3.20 0.12
H -3.07 -0.25 3.62 0.12
C 0.66 -9.44 -2.33 0.09
C 0.77 -8.19 -2.81 -0.23
C 0.59 -6.99 -1.93 -0.31
O 0.72 -5.88 -2.42 0.08
C 0.27 -7.20 -0.53 0.07
C 0.16 -8.45 -0.05 -0.23
C 0.36 -9.65 -0.92 -0.31
O 0.26 -10.75 -0.41 0.13
O -0.14 -8.69 1.22 0.12
O 1.04 -7.94 -4.09 0.10
H 0.79 -10.31 -2.95 0.14
H 0.12 -6.32 0.09 0.11
H -0.16 -9.66 1.31 0.13
H 1.07 -6.97 -4.17 0.12
C -2.08 11.92 3.99 0.08
C -3.35 11.86 3.56 -0.24
C -3.94 10.58 3.05 -0.31
O -5.11 10.58 2.69 0.11
C -3.09 9.40 2.99 0.08
C -1.83 9.46 3.41 -0.22
C -1.24 10.73 3.95 -0.31
O -0.08 10.71 4.33 0.11
O -1.01 8.41 3.38 0.07
O -4.15 12.91 3.57 0.12
H -1.64 12.83 4.37 0.14
H -3.53 8.49 2.60 0.13
H -0.16 8.74 3.74 0.12
H -5.01 12.60 3.22 0.12
C 1.36 -9.15 -7.12 0.07
C 0.14 -8.87 -7.60 -0.23
C -0.45 -9.64 -8.74 -0.32
O -1.58 -9.35 -9.11 0.11
C 0.35 -10.69 -9.35 0.08
C 1.57 -10.97 -8.88 -0.24
C 2.16 -10.21 -7.72 -0.31
O 3.26 -10.52 -7.33 0.12
O 2.34 -11.91 -9.41 0.12
O -0.62 -7.91 -7.09 0.10
H 1.80 -8.60 -6.30 0.11
H -0.09 -11.23 -10.19 0.14
H 3.17 -11.91 -8.89 0.12
H -1.45 -7.93 -7.61 0.12
C 5.36 1.98 0.86 0.07
C 6.46 2.16 1.60 -0.23
C 6.53 1.74 3.04 -0.31
O 7.57 1.92 3.65 0.13
C 5.34 1.16 3.64 0.08
C 4.23 0.98 2.90 -0.24
C 4.18 1.37 1.45 -0.32
O 3.15 1.17 0.84 0.07
O 3.12 0.45 3.40 0.11
O 7.57 2.71 1.10 0.13
H 5.30 2.27 -0.18 0.13
H 5.39 0.88 4.68 0.14
H 2.48 0.44 2.66 0.11
H 8.21 2.72 1.84 0.13

---

2.
29
Properties=species:S:1:pos:R:3:lowdin_charge:R:1 method="wB97M-V/def2-TZVPD" total_charge=0 homo_ev=-8.83 total_energy_ha=-575.2646 smiles=Cn1nccc1[C@@]1(O)CCC1(C)C
C -0.28 2.42 -1.81 -0.07
N -0.78 2.07 -0.53 -0.19
N -1.75 2.89 -0.11 0.07
C -2.01 2.47 1.17 -0.12
C -1.20 1.34 1.50 -0.06
C -0.42 1.13 0.38 -0.10
C 0.87 -0.01 0.06 -0.37
O 1.59 0.51 -0.96 0.00
C 1.42 -0.37 1.48 -0.06
C 0.52 -1.65 1.41 -0.10
C 0.20 -1.44 -0.11 -0.41
C -1.27 -1.50 -0.31 -0.04
C 1.11 -2.22 -1.16 0.00
H -1.08 2.84 -2.62 0.13
H 0.51 3.16 -1.74 0.07
H 0.43 1.57 -2.25 0.11
H -2.70 2.82 1.89 0.08
H -0.98 0.71 2.34 0.09
H 2.33 -0.14 -0.96 0.11
H 1.17 0.27 2.30 0.09
H 2.50 -0.66 1.44 0.12
H 0.98 -2.55 1.77 0.10
H -0.28 -1.52 2.06 0.08
H -1.52 -2.56 -0.28 0.09
H -1.40 -1.21 -1.25 0.04
H -1.97 -1.04 0.39 0.10
H 0.94 -1.91 -2.20 0.09
H 0.94 -3.30 -1.13 0.08
H 2.12 -2.12 -0.77 0.08

---

3.
16
Properties=species:S:1:pos:R:3:lowdin_charge:R:1 method="wB97M-V/def2-TZVPD" total_charge=+1 homo_ev="-14.59 / -14.58" total_energy_ha=-305.0445
C 0.88 1.69 -0.02 0.26
C -0.04 -0.47 -0.03 -0.06
C -1.34 0.31 0.01 -0.42
C -2.59 -0.52 0.01 0.00
C 2.39 -0.17 0.04 0.02
N -1.36 1.54 0.02 0.30
N 1.08 0.46 -0.02 -0.17
H 1.48 2.57 -0.03 0.12
H 0.03 -1.16 0.82 0.16
H 0.00 -1.07 -0.95 0.16
H -3.43 0.07 0.38 0.10
H -2.47 -1.41 0.62 0.10
H -2.81 -0.82 -1.02 0.11
H 2.58 -0.54 1.05 0.12
H 2.43 -1.02 -0.65 0.11
H 3.17 0.54 -0.23 0.11

---

4.
16
Properties=species:S:1:pos:R:3:lowdin_charge:R:1 method="wB97M-V/def2-TZVPD" total_charge=0 homo_ev=-8.25 total_energy_ha=-325.6883 smiles="C[N+]1([O-])CC=CC1"
C -1.05 0.29 1.16 -0.01
N -0.76 -0.19 -0.25 -0.51
O -2.00 -0.32 -0.76 -0.22
C 0.09 1.08 -0.63 -0.10
C 1.43 0.49 -0.24 -0.10
C 1.49 -0.83 0.11 0.00
C 0.04 -1.38 -0.27 -0.09
H -1.33 1.42 1.15 0.13
H -0.11 0.19 1.64 0.07
H -1.80 -0.38 1.37 0.07
H -0.19 2.12 -0.30 0.12
H 0.09 1.38 -1.81 0.17
H 2.38 0.93 -0.31 0.08
H 2.37 -1.16 0.53 0.06
H -0.06 -1.47 -1.53 0.20
H -0.59 -2.17 0.12 0.12

---

5.
21
Properties=species:S:1:pos:R:3:lowdin_charge:R:1 method="wB97M-V/def2-TZVPD" total_charge=0 homo_ev=-8.01 total_energy_ha=-689.2823 smiles="C/C=C(/CNC)SC"
C 2.69 1.54 0.72 -0.11
C 1.49 1.31 -0.14 -0.22
C 0.50 0.41 0.03 -0.49
C -0.80 0.43 -0.83 -0.27
N -1.13 -0.78 -1.59 -0.13
C -2.03 -0.38 -2.68 -0.16
S 0.43 -0.48 1.63 0.85
C -1.13 -1.43 1.54 -0.41
H 2.49 1.48 1.80 0.07
H 3.25 0.69 0.51 0.06
H 3.10 2.47 0.46 0.06
H 1.61 1.92 -1.06 0.12
H -1.58 0.72 -0.17 0.10
H -0.82 1.23 -1.58 0.10
H -0.24 -0.89 -2.10 0.11
H -2.88 0.31 -2.39 0.09
H -2.40 -1.31 -3.25 0.10
H -1.49 0.25 -3.42 0.07
H -1.15 -1.93 0.53 0.03
H -1.08 -2.23 2.26 0.02
H -2.07 -0.88 1.57 0.03

---

6.
14
Properties=species:S:1:pos:R:3:lowdin_spin:R:1 method="wB97M-V/def2-TZVPD" spin_multiplicity=4 total_charge=0 homo_ev="-5.92 / -6.00" total_energy_ha=-1047.8815 s2=3.7582
O 0.45 0.84 -0.21 -0.03
H -2.79 -1.16 0.77 0.00
O -1.57 0.50 0.87 0.00
C -1.83 -0.80 0.36 0.00
C -0.63 -1.63 0.82 0.00
O 0.20 -0.69 1.50 0.00
C -0.15 0.62 1.03 -0.03
H -1.91 -0.79 -0.74 0.00
H -0.09 -2.08 -0.03 0.00
H -0.90 -2.43 1.53 0.00
Pr 1.36 2.89 1.14 3.06
C 2.55 1.50 -2.27 0.00
O 2.49 0.89 -3.26 0.00
O 2.82 2.36 -1.51 0.01